Entry 1:
Density functional theory data (ωB97M-V with the def2-TZVPD basis set) for a structure of composition C9H15GaN4O3S2 at a distorted geometry.

Last column: Mulliken charge in e.
Geometry (Å):
H  5.417  8.035  7.166  0.288
C  9.802  6.050  9.476  0.700
H  5.149  9.768  7.517  0.349
C  14.103  11.199  8.313  -0.251
H  15.093  11.558  7.966  0.343
O  7.797  9.464  7.913  -0.447
H  5.270  10.168  5.136  0.230
H  12.193  10.352  11.058  0.510
S  10.015  6.443  7.750  -0.284
C  8.348  4.814  11.130  -0.719
H  11.342  7.269  10.116  0.185
H  8.265  3.703  11.240  0.296
H  14.584  11.171  10.456  0.318
C  12.548  10.579  10.099  -0.424
N  10.565  6.648  10.422  -0.402
C  5.646  9.056  6.821  -0.264
N  5.220  9.179  5.437  -0.639
C  11.875  10.546  7.807  0.793
C  13.148  10.932  7.378  -0.742
Ga  9.781  8.748  8.034  0.465
H  7.349  5.263  11.416  0.298
O  7.754  8.806  5.735  -0.424
C  13.770  11.076  9.710  -0.659
H  4.280  8.876  5.254  0.231
N  11.635  10.332  9.101  0.181
H  10.780  6.100  11.314  0.265
N  8.785  5.248  9.794  -0.207
H  9.095  5.140  11.907  0.221
H  8.305  4.889  9.011  0.219
C  7.160  9.155  6.871  0.499
O  10.397  9.821  9.493  -0.441
H  6.956  8.659  5.091  0.497
H  13.350  10.858  6.305  0.332
S  10.610  10.328  6.668  -0.319

The value obtained for the gap between HOMO and LUMO (spin up / spin down) is 3.29 / 7.15 eV. For the total energy, the calculation gives -95718.61638 eV. As for the LUMO energy (spin up / spin down): -0.127 / -0.126 Eh. The charge is +1. As for the expectation value of S²: 0.77. As for the spin multiplicity: 2.

Entry 2:
Density functional theory data (ωB97M-V with the def2-TZVPD basis set) for a cluster of 2 separate species, C24H40ClFN3O6 in total at a distorted geometry.

Last column: Mulliken charge in e.
Geometry (Å):
H  1.560  5.113  -0.815  0.247
N  1.148  -1.830  -1.516  0.680
C  3.295  -1.859  -2.828  -0.512
C  1.827  -3.254  2.657  -0.605
H  1.790  -3.498  3.743  0.480
H  1.620  -3.410  -2.951  0.516
C  2.660  -1.909  2.506  -0.739
C  -0.447  1.353  -0.654  0.462
H  4.005  -2.726  -2.787  0.489
H  -3.217  2.517  -0.636  0.178
H  2.419  -4.046  2.132  0.296
H  -4.522  -0.369  -0.302  0.609
C  -0.073  -0.918  0.669  0.017
O  4.831  0.940  -3.252  -0.515
C  0.373  -3.160  2.022  -0.325
N  0.695  -0.610  -1.617  -0.663
H  -0.510  -0.757  2.835  0.723
H  1.016  3.012  -0.942  0.207
H  -6.416  0.558  2.609  0.351
C  2.309  5.527  -0.095  -0.143
O  1.952  4.970  1.231  -0.380
Cl  1.848  -4.314  -0.493  -0.055
H  -0.683  0.802  1.954  -0.252
H  -0.277  -2.709  2.809  0.165
O  -4.323  1.875  2.647  -0.524
H  -2.659  -4.745  -1.749  0.291
H  -1.773  -4.096  0.274  -0.182
C  1.144  -2.703  -0.494  1.505
H  -3.434  -4.126  0.908  0.230
H  1.609  1.672  0.152  0.212
H  -0.760  2.957  1.477  0.289
H  -2.669  -5.639  0.373  0.378
C  -4.339  0.825  2.061  0.219
H  4.203  4.387  0.365  0.279
C  0.078  -0.100  -0.547  0.244
C  -4.047  1.775  -0.792  -1.226
H  -5.371  -0.947  2.914  0.272
C  -3.690  0.368  -0.190  -0.484
H  3.490  -1.260  -1.896  0.299
C  -5.590  -0.094  2.231  -0.976
H  2.042  -0.984  2.577  0.138
H  -0.737  1.626  -1.693  0.695
C  0.314  3.080  1.196  -0.188
H  -5.937  -0.515  1.251  0.293
H  -1.322  1.552  0.004  -0.994
O  -0.270  5.420  1.001  -0.535
H  -4.209  1.733  -1.903  0.389
C  0.732  2.313  -0.125  -0.321
C  -2.753  -4.567  0.182  -0.168
H  -2.802  -1.035  2.634  0.292
H  3.305  -1.935  1.588  0.222
C  3.762  5.032  -0.435  -0.906
C  3.742  0.530  -3.550  0.388
C  3.587  -0.926  -4.084  -0.562
C  1.784  -2.323  -2.789  -1.235
H  -4.961  2.233  -0.344  0.337
H  -2.826  -0.024  -0.794  0.201
H  -2.463  -1.405  0.859  0.474
C  -0.846  -0.296  1.870  -1.546
O  2.654  1.386  -3.403  -0.410
C  -2.407  -0.628  1.673  -1.115
F  -0.075  -4.458  1.755  -0.351
H  2.759  -0.920  -4.832  0.372
H  2.873  2.246  -3.804  0.314
H  0.905  2.694  2.074  0.344
C  0.601  4.618  1.142  0.069
C  0.478  -2.263  0.762  0.478
H  4.390  5.923  -0.662  0.323
H  3.693  4.400  -1.362  0.143
H  2.209  6.632  -0.007  0.383
O  -3.274  -4.348  -1.124  -0.517
N  -3.187  0.535  1.200  0.739
H  3.374  -1.888  3.370  0.397
H  1.256  -1.814  -3.636  0.462
H  4.537  -1.198  -4.604  0.342

The value obtained for the gap between HOMO and LUMO is 7.71 eV. For the total energy, the calculation gives -57521.79262 eV. As for the LUMO energy: -0.162 Eh. The charge is +1. As for the spin multiplicity: 1.